Record 1
The following is a DFT calculation (ωB97M-V/def2-TZVPD) of a 2-piece molecular cluster, C3H13N2Si overall.

Summary:
Highest occupied orbital energy, eV: -11.5489
Charge: +1
Gap between HOMO and LUMO, Eh: 0.3070
Energy relative to the best compared isomer or geometry (same formula, charge and spin), kJ/mol: 365.3

Last column: Mulliken charge in e.
Geometry (Å):
C -0.2493 -2.1640 -0.1231  -1.304
C -1.3176 0.4741 0.6482  -1.079
C 0.3910 -0.8528 -0.3631  0.038
N 1.4220 -0.3299 0.3859  -0.121
N -2.0990 1.5100 -0.1404  -0.295
Si 2.5792 0.8928 -0.0995  0.284
H -1.2004 -2.2886 -0.7608  0.324
H 0.4895 -2.9972 -0.2964  0.367
H -0.4709 -2.4018 0.8784  0.437
H -0.8496 0.8636 1.4738  0.372
H -1.8083 -0.4493 0.6034  0.443
H 0.3661 -0.5449 -1.4212  0.377
H 1.4011 -0.7655 1.3716  0.333
H -2.6338 2.1641 0.4558  0.348
H -2.6808 1.1257 -0.8818  0.355
H -1.4504 2.0294 -0.7191  0.344
H 1.6830 2.0505 -0.4001  -0.124
H 2.9609 0.4082 -1.5733  -0.036
H 3.4674 1.2756 0.9616  -0.063

***

Record 2
The following is a DFT calculation (ωB97M-V/def2-TZVPD) of a 2-piece molecular cluster, C3H13N2Si overall.

Summary:
Highest occupied orbital energy, eV: -13.8236
Charge: +1
Gap between HOMO and LUMO, Eh: 0.3645
Energy relative to the best compared isomer or geometry (same formula, charge and spin), kJ/mol: 269.4

Last column: Mulliken charge in e.
Geometry (Å):
C 0.9156 0.7239 1.5716  -1.176
C 1.4086 -0.4294 -0.4988  -0.721
C 0.5987 0.6339 0.1547  0.348
N -1.0812 -0.4376 0.0913  -0.533
N 1.0084 -1.0997 -1.7551  -0.542
Si -2.5709 0.5380 -0.0544  0.280
H 1.7947 1.4467 1.8111  0.378
H 0.0673 1.2251 2.2136  0.285
H 1.4261 -0.0499 1.9832  0.389
H 1.4755 -1.3936 0.1460  0.375
H 2.4618 -0.0945 -0.7607  0.380
H 0.3802 1.4528 -0.5837  0.435
H -1.0602 -1.1297 0.8209  0.366
H -0.7841 -1.0299 -0.7633  0.429
H 1.2350 -2.0593 -1.9186  0.198
H 1.2598 -0.5257 -2.5267  0.207
H -2.6761 1.3173 1.3032  -0.034
H -3.6114 -0.5007 -0.0957  -0.026
H -2.2481 1.4123 -1.1386  -0.038

***

Record 3
The following is a DFT calculation (ωB97M-V/def2-TZVPD) of a 2-piece molecular cluster, C3H13N3 overall.

Summary:
Highest occupied orbital energy, eV: -8.7276
Gap between HOMO and LUMO, Eh: 0.3578
Energy relative to the best compared isomer or geometry (same formula, charge and spin), kJ/mol: 77.5
SMILES: CNC.NCN

Last column: Mulliken charge in e.
Geometry (Å):
C 1.0077 -2.4248 -0.6536  -0.910
N -0.0608 -1.7657 -1.4404  -0.341
C -1.3358 -1.9913 -0.8025  -0.874
H 1.9732 -2.3559 -1.1472  0.317
H 1.0073 -1.9130 0.3073  0.285
H 0.8696 -3.4957 -0.4297  0.325
H 0.0337 -2.2377 -2.3238  0.266
H -1.6049 -3.0427 -0.6313  0.346
H -2.0955 -1.5138 -1.4228  0.290
H -1.3065 -1.5285 0.1860  0.276
N -0.6978 2.0233 1.8562  -0.535
C -0.1730 1.9188 0.4994  0.052
N 1.1846 2.4157 0.3185  -0.571
H -0.2822 1.3787 2.5247  0.213
H -0.8757 2.9783 2.1137  0.205
H -0.3001 0.9008 0.1405  -0.036
H -0.8622 2.5671 -0.0453  0.247
H 1.5638 2.7560 1.1947  0.213
H 1.8144 1.7404 -0.1082  0.233

***

Record 4
The following is a DFT calculation (ωB97M-V/def2-TZVPD) of a 3-piece molecular cluster, C3H13N3O overall.

Summary:
Highest occupied orbital energy, eV: -9.3458
Gap between HOMO and LUMO, Eh: 0.3707
Energy relative to the best compared isomer or geometry (same formula, charge and spin), kJ/mol: 33.0
SMILES: N=C(N)N.CO.C

Last column: Mulliken charge in e.
Geometry (Å):
C -0.9155 -0.4389 1.1252  0.697
C -1.1322 0.8299 -1.9377  -1.125
N -0.1932 -1.3756 0.6493  -0.699
N -0.3450 0.7653 1.4268  -0.439
N -2.2724 -0.5189 1.3674  -0.515
H -0.7782 1.3058 2.1562  0.213
H -2.7819 0.3437 1.4559  0.213
H -0.7020 -2.2148 0.3940  0.138
H -0.7195 -0.1448 -1.7148  0.238
H 0.6683 0.7480 1.4342  0.257
H -2.7720 -1.2622 0.9065  0.218
H -2.1689 0.8700 -1.6416  0.283
H -0.5763 1.5812 -1.3963  0.258
H -1.0525 1.0230 -3.0046  0.337
C 2.8565 -0.1199 -0.4471  -0.503
O 2.3201 -0.3189 0.8333  -0.594
H 1.5291 -0.9020 0.7472  0.356
H 3.1999 -1.0611 -0.8912  0.257
H 3.7105 0.5501 -0.3409  0.242
H 2.1250 0.3400 -1.1219  0.168

***

Record 5
The following is a DFT calculation (ωB97M-V/def2-TZVPD) of an isolated ion of composition C3H13N3O4P and charge +1.

Summary:
Highest occupied orbital energy (alpha / beta), eV: -10.6339 / -13.1044
Charge: +1
⟨S²⟩: 2.009
Gap between HOMO and LUMO (alpha / beta), Eh: 0.2887 / 0.2393
Spin multiplicity: 3

Last column: Mulliken charge in e.
Geometry (Å):
C -3.5015 1.0012 -0.1190  -0.733
C 1.0286 -3.1669 -0.5918  -0.594
C 2.3505 1.9435 1.1823  -0.644
N -2.5104 0.2180 0.5846  -0.299
N 1.6236 -1.9129 -0.2326  -0.135
N 1.2800 2.1907 0.2224  -0.250
O -0.6532 -0.5779 -1.4888  -0.480
O -1.1661 0.8736 0.5337  -0.239
O 0.4965 -1.1754 0.6436  -0.363
O 1.0692 0.9574 -0.6906  -0.315
P -0.0566 0.0013 -0.2461  1.199
H -4.2930 1.4839 0.4494  0.333
H -2.9832 1.7649 -0.6874  0.285
H -3.8916 0.2147 -0.7680  0.267
H 0.1373 -2.9791 -1.2829  0.277
H 1.8993 -3.6588 -1.1522  0.296
H 0.5844 -3.7991 0.2199  0.293
H 2.0214 1.2025 1.9865  0.256
H 3.3161 1.4823 0.6515  0.258
H 2.4865 2.9762 1.5733  0.332
H -2.7153 0.1191 1.6189  0.268
H 2.3365 -2.0198 0.4913  0.292
H 1.5896 2.9173 -0.5594  0.303
H -0.4484 -0.0568 -2.3386  0.394

***

Record 6
The following is a DFT calculation (ωB97M-V/def2-TZVPD) of C3H13N4 as an isolated structure.

Summary:
Highest occupied orbital energy, eV: -12.5114
Charge: +1
Gap between HOMO and LUMO, Eh: 0.3545
Energy relative to the best compared isomer or geometry (same formula, charge and spin), kJ/mol: 225.8

Last column: Mulliken charge in e.
Geometry (Å):
C -1.1043 0.4232 1.5827  -0.382
C -0.5858 1.6254 1.1550  -0.083
N 0.1548 2.4705 2.0212  -0.555
N -1.7484 -0.4564 0.6639  -0.326
H -0.9662 0.0436 2.6438  0.241
H -0.6160 2.0330 0.1242  0.301
H 1.0625 2.7178 1.6218  0.262
H 0.3350 1.9245 2.8640  0.260
H -2.2820 0.0744 -0.0097  0.366
H -2.3452 -1.1204 1.1236  0.320
H -0.8232 -0.9753 0.0493  0.406
N 1.8331 -0.6898 -2.4051  -0.552
C 0.5093 -0.7342 -1.8473  -0.467
N 0.3300 -1.3739 -0.5076  -0.601
H 2.3678 -0.0104 -1.8696  0.251
H 2.3161 -1.5470 -2.3372  0.253
H 0.0788 0.2854 -1.7792  0.304
H -0.1279 -1.2836 -2.5258  0.385
H 0.5064 -2.3626 -0.6488  0.295
H 1.1052 -1.0442 0.0808  0.320